# 1
{"formula": "C2H8IN2", "method": "ωB97M-V/def2-TZVPD", "total_energy_ev": -13276.1000, "smiles": "[NH3+]CCNI", "e_above_lowest_kj_mol": 197.5, "orbital_gap_ha": 0.3212, "total_charge": 1, "multiplicity": 1, "elements": ["N", "C", "C", "N", "I", "H", "H", "H", "H", "H", "H", "H", "H"], "xyz": [[0.47, 1.08, -0.52], [0.16, 0.35, 0.67], [-0.26, -1.21, 0.17], [-1.45, -0.94, -0.70], [-3.12, 0.09, 0.02], [-0.50, 1.25, -1.01], [1.16, 0.49, -1.10], [0.91, 2.05, -0.48], [0.80, 0.35, 1.48], [-0.76, 0.80, 1.14], [0.51, -1.77, -0.40], [-0.59, -1.77, 1.05], [-1.59, -1.75, -1.30]], "lowdin_charge": [0.12, -0.21, -0.21, -0.56, 0.88, 0.17, 0.21, 0.20, 0.09, 0.05, 0.12, 0.10, 0.04]}

***

# 2
{"formula": "H18O9", "method": "ωB97M-V/def2-TZVPD", "total_energy_ev": -18718.2112, "smiles": "O.O.O.O.O.O.O.O.O", "e_above_lowest_kj_mol": 378.6, "orbital_gap_ha": 0.3805, "total_charge": 0, "multiplicity": 1, "elements": ["O", "H", "H", "O", "H", "H", "O", "H", "H", "O", "H", "H", "O", "H", "H", "O", "H", "H", "O", "H", "H", "O", "H", "H", "O", "H", "H"], "xyz": [[0.00, -0.25, -0.95], [0.42, -0.23, -0.09], [0.07, 0.66, -1.26], [-2.60, 1.57, -1.88], [-2.04, 2.20, -2.33], [-3.39, 2.07, -1.65], [1.69, -0.64, 1.87], [0.82, -0.58, 2.28], [1.91, 0.28, 1.65], [3.37, -1.65, -1.43], [2.52, -2.09, -1.54], [3.14, -0.71, -1.35], [-3.20, -1.33, 1.35], [-3.33, -2.26, 1.13], [-3.81, -1.16, 2.07], [5.14, -1.00, 0.43], [5.83, -0.40, 0.13], [4.45, -0.41, 0.77], [-2.95, -3.50, -0.62], [-3.43, -3.55, -1.46], [-3.65, -3.42, 0.04], [0.87, 3.15, -0.61], [0.86, 3.77, -1.34], [0.48, 2.34, -0.97], [-1.37, 2.33, 1.68], [-0.48, 1.96, 1.61], [-1.33, 2.86, 2.49]], "lowdin_charge": [-0.03, 0.00, 0.00, -0.05, 0.03, 0.04, -0.04, 0.05, 0.03, -0.07, 0.04, 0.02, -0.05, -0.01, 0.04, -0.06, 0.04, 0.02, -0.04, 0.05, 0.02, -0.04, 0.05, -0.01, -0.05, 0.01, 0.04]}

***

Q: What is the formula in the first record?
A: C2H8IN2